[1]
Entry from the OMol25 dataset: a gas-phase ion, C5H8N (charge +1) at a distorted geometry (ωB97M-V with the def2-TZVPD basis set).

Structure (XYZ):
```
14
Properties=species:S:1:pos:R:3:forces:R:3:nbo_charge:R:1
C 0.331152 -1.368886 -0.846981 0.140 0.033 0.704 -0.47
C 0.378700 1.232834 -0.780917 -0.032 0.810 0.453 -0.45
C -0.913246 -0.442765 -0.646006 -0.766 -0.090 0.482 -0.29
C 0.270841 -0.101449 -1.540266 -2.551 2.147 3.042 0.16
C -0.794577 0.843627 0.483215 3.699 -3.124 -5.685 0.24
N -0.076585 0.317992 1.666582 -0.373 0.385 0.855 -0.76
H 1.115846 -1.554581 -0.114507 0.004 -0.039 0.116 0.20
H 0.090463 -2.254293 -1.419349 -0.099 -0.044 -0.045 0.28
H 1.375398 1.545008 -0.466173 -0.019 0.207 0.257 0.22
H -0.107897 2.027194 -1.335812 0.112 -0.002 -0.136 0.27
H -1.880060 -0.839415 -0.902327 -0.124 -0.130 -0.139 0.26
H 0.517903 -0.510854 1.472179 -0.280 0.261 -0.074 0.45
H -0.801376 0.041292 2.343223 0.353 -0.100 0.117 0.46
H 0.493440 1.064297 2.087138 -0.065 -0.313 0.053 0.45
```
Positions in Å, forces in eV/Å.

Summary:
multiplicity	1
gap between HOMO and LUMO (spin up / spin down)	6.752 / 9.466	eV
HOMO energy (spin up / spin down)	-13.2891 / -14.5284	eV
charge	+1

[2]
Entry from the OMol25 dataset: a molecular structure, C5H10O (ωB97M-V with the def2-TZVPD basis set).

Structure (XYZ):
```
16
Properties=species:S:1:pos:R:3:forces:R:3:nbo_charge:R:1
C 1.525342 -0.062079 0.992541 -0.037 0.008 0.058 -0.60
C 1.020418 0.025581 -0.427892 0.058 0.103 -0.014 -0.28
C 0.133007 -1.088928 -1.017418 -0.048 -0.128 -0.088 -0.48
C -0.359964 0.313977 -0.905528 0.265 -0.276 0.180 0.41
C -1.582734 0.481725 0.578918 0.012 -0.047 0.273 -0.86
O -0.789367 1.140940 -1.823919 -0.004 0.030 -0.099 -0.76
H 2.402911 -0.716676 1.040166 -0.129 0.093 -0.008 0.22
H 1.822843 0.924493 1.364339 -0.057 -0.133 -0.049 0.22
H 0.773262 -0.469206 1.675930 0.098 0.049 -0.123 0.20
H 1.735400 0.455875 -1.129947 -0.106 -0.051 0.085 0.24
H 0.319041 -1.440555 -2.028914 -0.024 0.071 0.137 0.24
H -0.195070 -1.854608 -0.319684 0.043 0.144 -0.095 0.22
H -2.665283 0.567230 0.392454 0.137 0.036 -0.050 0.26
H -1.248511 1.270201 1.254060 -0.003 -0.117 -0.119 0.23
H -1.419857 -0.508477 0.994931 0.006 0.147 -0.107 0.25
H -1.471440 0.960502 -0.640037 -0.212 0.074 0.017 0.49
```
Positions in Å, forces in eV/Å.

Summary:
multiplicity	1
gap between HOMO and LUMO	9.415	eV
HOMO energy	-8.5467	eV

Energy relative to the best compared isomer or geometry (same formula, charge and spin) / kcal per mole: 181.60 118.03
Calculated total energy / eV: -6790.214 -7389.647